(1)
Below is a cluster of 2 separate species, C31H32NO in total, with properties calculated with ωB97M-V/def2-TZVPD.

Last column: natural (NBO) charge in e.
Positions of all 65 atoms, in Å:
C (7.1202, 2.0054, 2.2568)  -0.66
C (5.6452, 2.0037, 2.4678)  0.15
C (4.8578, 0.9963, 1.8929)  -0.24
C (3.4828, 1.0072, 2.0327)  -0.06
C (2.7949, 2.0247, 2.7663)  -0.22
C (1.3761, 2.0335, 2.7516)  0.14
C (0.5041, 2.7138, 3.6660)  -0.10
C (-0.8071, 2.2114, 3.9022)  -0.13
C (-1.7252, 2.8989, 4.6955)  -0.22
C (-1.3519, 4.0698, 5.3713)  -0.10
C (-0.0393, 4.5304, 5.2384)  -0.22
C (0.8462, 3.9126, 4.3604)  -0.13
C (3.6544, 2.9355, 3.4651)  -0.01
C (5.0227, 2.9644, 3.2696)  -0.26
H (7.5890, 2.8617, 2.7552)  0.23
H (7.5957, 1.0866, 2.6353)  0.26
H (7.3439, 2.0673, 1.1813)  0.25
H (5.3537, 0.1826, 1.3575)  0.24
H (2.8806, 0.2187, 1.5862)  0.23
H (0.8950, 1.4210, 2.0005)  0.23
H (-1.0819, 1.2527, 3.4518)  0.23
H (-2.7343, 2.4974, 4.8363)  0.24
H (-2.0545, 4.5749, 6.0279)  0.24
H (0.3116, 5.3682, 5.8407)  0.24
H (1.8097, 4.3914, 4.1867)  0.21
H (3.2425, 3.6334, 4.1771)  0.21
H (5.6286, 3.7109, 3.7868)  0.24
O (-0.3622, -2.7752, -1.5281)  -0.73
C (-1.4720, -2.1346, -2.1361)  0.20
C (-2.3387, -3.3208, -2.5822)  -0.05
C (-2.2078, -4.4874, -1.8302)  -0.14
C (-2.9342, -5.6401, -2.1610)  -0.22
C (-3.8378, -5.6271, -3.2249)  -0.21
C (-3.9887, -4.4531, -3.9678)  -0.21
C (-3.2325, -3.3099, -3.6633)  -0.23
C (-2.1930, -1.2296, -1.1411)  -0.03
C (-1.4069, -0.4405, -0.3080)  -0.18
C (-2.0001, 0.4034, 0.6344)  -0.24
C (-3.3921, 0.4439, 0.7561)  -0.22
C (-4.1804, -0.2988, -0.1269)  -0.20
C (-3.5859, -1.1151, -1.1000)  -0.20
C (-0.9998, -1.1545, -3.1988)  -0.05
C (-0.4717, -1.8227, -4.4590)  -0.42
C (0.5038, -0.7954, -5.0372)  -0.42
C (0.7942, 0.2120, -3.9039)  -0.21
N (0.0924, -0.3231, -2.7282)  -0.67
H (0.4107, -2.1796, -1.5089)  0.49
H (-1.5096, -4.5198, -0.9970)  0.23
H (-2.7771, -6.5484, -1.5792)  0.22
H (-4.4207, -6.5214, -3.4712)  0.22
H (-4.6892, -4.4338, -4.8049)  0.22
H (-3.3439, -2.4141, -4.2792)  0.21
H (-0.3204, -0.4531, -0.4184)  0.20
H (-1.3669, 1.0313, 1.2567)  0.18
H (-3.8549, 1.0647, 1.5274)  0.21
H (-5.2653, -0.2325, -0.0765)  0.22
H (-4.1974, -1.6498, -1.8276)  0.23
H (-1.8483, -0.5096, -3.4787)  0.18
H (0.0372, -2.7509, -4.1896)  0.22
H (-1.2910, -2.1088, -5.1194)  0.23
H (1.4073, -1.2435, -5.4610)  0.22
H (0.0006, -0.2448, -5.8349)  0.21
H (1.8625, 0.3594, -3.7276)  0.19
H (0.4089, 1.2165, -4.1624)  0.17
H (-0.1897, 0.4325, -2.1014)  0.38

Summary:
Lowest unoccupied orbital energy = -5.91 eV
Gap between HOMO and LUMO = 4.67 eV
F_max = 1.53 eV/Å
Calculated total energy = -36196.153 eV
Energy above the lowest of the compared OMol25 structures with the same formula, charge and spin = 152.9 kJ/mol
Charge = +1

---

(2)
Below is a cluster of 10 separate species, C42H102N2O10 in total, with properties calculated with ωB97M-V/def2-TZVPD.

Last column: Löwdin charge in e.
Positions of all 156 atoms, in Å:
C (-4.2254, 2.8310, -5.4718)  -0.03
C (-3.5266, 2.2045, -4.2789)  -0.57
C (-4.5611, 1.7060, -3.2776)  -0.03
C (-2.7490, 1.0064, -4.7974)  -0.13
C (-1.4021, 1.3859, -5.4733)  -0.15
C (-0.5493, 2.1460, -4.4388)  -0.12
C (-1.2484, 3.4429, -4.0192)  -0.54
C (-0.5595, 3.9807, -2.7862)  -0.02
C (-1.1942, 4.4395, -5.1297)  -0.02
N (-2.6236, 3.1131, -3.6470)  -0.06
O (-3.3372, 4.2284, -3.0241)  -0.06
H (-4.8151, 2.1014, -6.0300)  0.09
H (-4.9396, 3.6229, -5.1739)  0.09
H (-3.5122, 3.3093, -6.1440)  0.08
H (-4.1330, 1.1674, -2.4357)  0.07
H (-5.1860, 2.5358, -2.9163)  0.08
H (-5.2695, 1.0454, -3.7985)  0.09
H (-2.6496, 0.3048, -3.9580)  0.11
H (-3.3498, 0.4985, -5.5651)  0.12
H (-0.8810, 0.4772, -5.7927)  0.11
H (-1.6777, 1.9714, -6.3584)  0.10
H (0.4195, 2.4356, -4.8510)  0.11
H (-0.4459, 1.4631, -3.5882)  0.12
H (0.5156, 4.0964, -2.9878)  0.07
H (-0.7169, 3.2972, -1.9612)  0.07
H (-0.8786, 4.9940, -2.5142)  0.09
H (-0.9984, 3.9389, -6.0835)  0.08
H (-0.3250, 5.0912, -4.9931)  0.09
H (-2.1195, 4.9944, -5.2253)  0.08
H (-3.6586, 4.8494, -3.7395)  0.12
C (3.7516, -2.1926, -0.9305)  -0.03
C (4.4613, -2.1908, 0.3825)  -0.55
C (3.5599, -2.7881, 1.4474)  -0.03
C (5.6981, -3.0754, 0.3751)  -0.13
C (6.9763, -2.4274, -0.1636)  -0.18
C (7.1926, -1.1539, 0.5881)  -0.15
C (6.0205, -0.1868, 0.4185)  -0.56
C (6.1796, 0.9757, 1.3052)  -0.05
C (5.9698, 0.3258, -1.0493)  -0.01
N (4.8403, -0.8516, 0.8371)  -0.08
O (3.7448, 0.0862, 0.8501)  -0.03
H (2.9857, -1.4207, -0.9201)  0.06
H (4.4309, -2.0140, -1.7659)  0.08
H (3.2564, -3.1549, -1.0853)  0.09
H (4.1153, -2.7574, 2.3835)  0.09
H (2.5929, -2.2865, 1.4926)  0.08
H (3.3341, -3.8260, 1.1830)  0.07
H (5.8522, -3.4156, 1.4159)  0.12
H (5.4085, -4.0072, -0.1422)  0.13
H (7.8005, -3.1225, 0.0317)  0.12
H (6.9004, -2.2705, -1.2432)  0.11
H (8.1411, -0.6992, 0.2759)  0.12
H (7.3411, -1.3808, 1.6558)  0.13
H (6.1334, 0.6952, 2.3707)  0.09
H (5.3898, 1.7103, 1.1298)  0.09
H (7.1399, 1.4973, 1.1840)  0.10
H (5.3770, 1.2263, -1.1637)  0.06
H (5.6358, -0.4506, -1.7293)  0.06
H (6.9872, 0.6032, -1.3738)  0.09
H (3.4134, 0.1080, 1.7808)  0.06
C (1.0918, -5.5945, 1.0963)  -0.06
C (-0.3169, -6.0927, 1.4382)  -0.43
C (-1.1445, -5.1011, 2.3558)  -0.06
O (-1.0580, -6.4819, 0.2458)  -0.09
H (1.1333, -4.4966, 1.2455)  0.06
H (1.3676, -5.7449, 0.0601)  0.07
H (1.8341, -6.0278, 1.7675)  0.07
H (-0.2101, -7.0331, 2.0145)  0.13
H (-1.1943, -4.0757, 1.9570)  0.07
H (-0.6819, -5.0070, 3.3491)  0.08
H (-2.1539, -5.4884, 2.4888)  0.06
H (-1.4959, -5.6577, -0.0801)  0.05
C (-4.0024, -3.1537, 4.4461)  -0.06
C (-5.0477, -3.5344, 3.4549)  -0.48
C (-5.7703, -2.3494, 2.8436)  -0.06
O (-4.3963, -4.2958, 2.3982)  -0.08
H (-3.7235, -4.0274, 5.0381)  0.08
H (-4.4098, -2.4374, 5.1810)  0.09
H (-3.1199, -2.7057, 3.9959)  0.08
H (-5.7906, -4.1805, 3.9509)  0.14
H (-5.0446, -1.7394, 2.2823)  0.08
H (-6.2740, -1.7234, 3.5786)  0.08
H (-6.5223, -2.6658, 2.1099)  0.08
H (-5.0135, -4.9807, 2.1012)  0.10
C (3.9022, 1.4005, 4.9551)  -0.05
C (3.2515, 0.3267, 4.1946)  -0.56
C (2.3686, -0.5048, 5.1563)  -0.03
O (2.4713, 0.8396, 3.2061)  -0.08
H (4.6593, 1.9524, 4.4082)  0.08
H (4.3371, 0.9847, 5.8699)  0.09
H (3.1222, 2.1001, 5.2855)  0.09
H (3.9779, -0.3783, 3.7751)  0.13
H (2.9228, -0.8936, 6.0178)  0.08
H (1.8628, -1.3288, 4.6551)  0.08
H (1.6137, 0.1588, 5.6051)  0.06
H (1.6503, 1.2731, 3.6117)  0.10
C (-1.2568, 1.1067, 5.8206)  -0.05
C (-1.2556, 2.0995, 4.6435)  -0.46
C (-1.1129, 3.5278, 5.0530)  -0.06
O (-0.1301, 1.8170, 3.7410)  -0.12
H (-2.1146, 1.2734, 6.4762)  0.08
H (-0.3268, 1.1650, 6.3785)  0.07
H (-1.3266, 0.0944, 5.4076)  0.08
H (-2.1546, 1.9265, 4.0210)  0.13
H (-0.1736, 3.6287, 5.6067)  0.09
H (-1.9933, 3.8657, 5.5941)  0.09
H (-0.9766, 4.1463, 4.1684)  0.07
H (-0.3427, 1.0191, 3.1722)  0.07
C (-4.2576, 3.5320, 0.2022)  -0.07
C (-3.4339, 4.7121, 0.5557)  -0.45
C (-2.0128, 4.3015, 0.8181)  -0.06
O (-3.5058, 5.6691, -0.5957)  -0.09
H (-4.4325, 2.8547, 1.0344)  0.08
H (-3.7747, 2.9772, -0.6086)  0.06
H (-5.2177, 3.9087, -0.1664)  0.09
H (-3.8033, 5.2660, 1.4187)  0.14
H (-1.9836, 3.8153, 1.8136)  0.08
H (-1.3034, 5.1038, 0.6928)  0.08
H (-1.6792, 3.4949, 0.1591)  0.04
H (-3.3254, 5.1634, -1.4230)  0.04
C (-4.2739, -2.8788, -1.7563)  -0.06
C (-3.7875, -4.3191, -1.4884)  -0.40
C (-2.9591, -4.8786, -2.6361)  -0.05
O (-2.8648, -4.3203, -0.2829)  -0.12
H (-4.6999, -2.4215, -0.8596)  0.07
H (-5.0711, -2.8725, -2.5275)  0.08
H (-3.4872, -2.2464, -2.1862)  0.07
H (-4.6628, -4.9227, -1.1807)  0.14
H (-1.9254, -4.5992, -2.4505)  0.08
H (-3.2972, -4.4729, -3.5897)  0.08
H (-3.0304, -5.9620, -2.7036)  0.08
H (-3.3577, -4.0307, 0.5108)  0.05
C (-1.5316, 0.8473, 0.4402)  -0.07
C (-0.9079, -0.4655, 0.7263)  -0.46
C (-0.0275, -0.8463, -0.4304)  -0.05
O (-0.1038, -0.3901, 1.9469)  -0.08
H (-2.1905, 0.7441, -0.4438)  0.09
H (-0.7514, 1.5461, 0.1171)  0.08
H (-2.1052, 1.3024, 1.2425)  0.07
H (-1.6616, -1.2369, 0.8823)  0.13
H (0.3752, -1.8461, -0.3047)  0.08
H (0.7346, -0.0741, -0.5853)  0.08
H (-0.6233, -0.8364, -1.3580)  0.09
H (0.8383, -0.2129, 1.7569)  0.08
C (3.5508, 3.4123, -4.0007)  -0.04
C (3.4511, 1.9236, -3.6901)  -0.54
C (2.8105, 1.6723, -2.3817)  -0.07
O (2.7519, 1.2155, -4.6666)  -0.03
H (4.3588, 3.8595, -3.4078)  0.08
H (2.6378, 3.9454, -3.7254)  0.06
H (3.8027, 3.5839, -5.0516)  0.08
H (4.4899, 1.5760, -3.5166)  0.13
H (3.4377, 2.1177, -1.6048)  0.08
H (2.7487, 0.6040, -2.1662)  0.07
H (1.8025, 2.0812, -2.2348)  0.07
H (3.1942, 1.3629, -5.5170)  0.10

Summary:
Lowest unoccupied orbital energy = 0.43 eV
Gap between HOMO and LUMO = 8.39 eV
SMILES = CC1(C)CCCC(C)(C)N1O.CC1(C)CCCC(C)(C)N1O.CC(C)O.CC(C)O.CC(C)O.CC(C)O.CC(C)O.CC(C)O.CC(C)O.CC(C)O
F_max = 3.09 eV/Å
Calculated total energy = -68660.964 eV
Energy above the lowest of the compared OMol25 structures with the same formula, charge and spin = 97.6 kJ/mol

---

(3)
Below is a structure of composition C4H10O2, with properties calculated with ωB97M-V/def2-TZVPD.

Last column: natural (NBO) charge in e.
Positions of all 16 atoms, in Å:
C (1.4981, 1.5194, -0.6645)  -0.66
C (-0.0362, 1.2092, 0.0076)  -0.41
C (-0.4406, -0.0593, 0.6338)  0.04
C (-0.2710, -1.4224, -0.2077)  -0.06
H (1.6767, 0.5673, -1.2995)  0.24
H (2.4020, 1.8903, -0.0118)  0.23
H (1.3804, 2.3362, -1.7291)  0.23
H (-0.5725, 1.3080, -0.9393)  0.21
H (-0.2960, 1.9877, 0.5803)  0.20
H (0.3788, -0.2075, 1.4322)  0.12
H (-1.9988, 1.8111, 1.2207)  0.28
H (-1.4410, -1.2906, -0.7012)  0.16
H (-0.4510, -2.3223, 0.4991)  0.17
H (1.6465, -0.8665, -0.1871)  0.43
O (-1.6560, -0.1150, 1.3651)  -0.53
O (0.7526, -1.4719, -1.0501)  -0.65

Summary:
Lowest unoccupied orbital energy = -2.36 eV
Gap between HOMO and LUMO = 7.23 eV
F_max = 7.56 eV/Å
Calculated total energy = -8394.747 eV
Energy above the lowest of the compared OMol25 structures with the same formula, charge and spin = 1042.1 kJ/mol